54
Properties=species:S:1:pos:R:3:lowdin_charge:R:1 method="wB97M-V/def2-TZVPD" gap_ev=8.07 de_lowest_kcal_mol=49.9 total_charge=+1 homo_energy_ev=-11.36 lumo_energy_ev=-3.29
P 0.747 -2.642 -4.072 0.7614
O -4.356 -3.135 4.880 -0.1861
O 3.990 3.118 0.258 0.0129
O 2.216 -2.733 -4.004 -0.3892
O 1.264 -0.080 -4.291 -0.1055
O 5.347 1.348 0.114 0.1133
O -3.039 -1.853 2.584 -0.2176
N -0.322 0.795 -2.022 -0.0354
C -3.096 -3.216 5.524 -0.1042
C 1.078 2.918 -2.087 -0.1166
C 5.925 3.060 1.660 0.0319
C 0.167 -0.862 -3.911 -0.4253
C 1.862 3.250 -0.814 -0.1558
C 5.081 2.408 0.613 -0.5343
C 3.144 2.458 -0.672 -0.1955
C 0.966 1.436 -2.467 -0.2237
C 0.981 1.269 -3.992 -0.1235
C -1.465 0.233 0.108 0.1026
C -4.419 -1.722 2.910 -0.2013
C -0.464 0.815 -0.546 -0.0919
C -4.671 -1.843 4.396 -0.2063
C -2.701 -3.152 2.125 -0.1122
C -0.279 -0.664 -2.460 -0.1001
H -1.264 -1.105 -2.330 0.1377
H 0.057 3.288 -1.935 0.1310
H -0.014 1.529 -4.376 0.1469
H 1.456 3.481 -2.937 0.1272
H -5.736 -1.677 4.581 0.1297
H -4.110 -1.078 4.942 0.1282
H 1.751 1.899 -4.423 0.1485
H 2.929 1.450 -0.303 0.1255
H 0.402 -1.149 -1.762 0.1381
H 6.917 3.182 1.229 0.0986
H 1.261 3.171 0.092 0.1126
H 0.319 1.334 -0.012 0.1124
H -1.117 1.252 -2.475 0.1963
H 2.133 4.306 -0.869 0.1303
H 0.110 -3.308 -3.003 0.0296
H -1.616 -3.247 2.168 0.0880
H -3.146 -3.929 2.748 0.0882
H -5.012 -2.462 2.364 0.1279
H 3.662 2.311 -1.623 0.1445
H -4.736 -0.727 2.582 0.1228
H -1.255 -0.153 1.098 0.0865
H -3.029 -3.292 1.088 0.0846
H 1.772 0.804 -2.099 0.1638
H -0.681 -0.743 -4.598 0.1330
H -3.148 -2.783 6.527 0.0918
H -2.484 0.146 -0.252 0.0924
H 0.227 -3.109 -5.290 0.0293
H 5.535 4.017 1.987 0.0861
H -2.315 -2.708 4.953 0.0813
H -2.840 -4.270 5.611 0.0919
H 6.012 2.357 2.486 0.0976